{
  "formula": "C4H3NOS",
  "method": "ωB97M-V/def2-TZVPD",
  "orbital_gap_ev": 8.89,
  "multiplicity": 1,
  "smiles": "C#C/C=N\\OC=S",
  "de_lowest_kcal_mol": 96.2,
  "e_tot_ha": -682.2174,
  "elements": ["C", "C", "C", "C", "N", "O", "S", "H", "H", "H"],
  "xyz": [[-1.852, 1.847, -0.093], [-1.759, 0.654, 0.049], [-1.406, -0.704, 0.154], [2.342, -0.625, -0.082], [-0.170, -1.140, 0.113], [0.995, -0.245, 0.033], [3.466, 0.505, 0.015], [-1.987, 2.883, -0.206], [-2.142, -1.484, 0.226], [2.513, -1.691, -0.209]],
  "lowdin_charge": [0.160, -0.109, -0.155, -0.706, 0.086, -0.197, 0.715, 0.030, 0.111, 0.064]
}